(1)
{
  "formula": "C12H28AlClN2O2P",
  "method": "ωB97M-V/def2-TZVPD",
  "symbols": ["C", "C", "C", "C", "O", "Al", "Cl", "C", "C", "C", "C", "P", "N", "O", "H", "H", "H", "H", "H", "H", "H", "H", "H", "H", "H", "H", "H", "H", "H", "H", "H", "H", "H", "H", "H", "C", "C", "C", "C", "N", "H", "H", "H", "H", "H", "H", "H"],
  "positions_angstrom": [[4.06902, -1.12754, 0.00372], [4.24080, 0.35937, 0.29882], [4.74814, 1.13949, -0.91857], [3.62256, 1.73622, -1.80871], [2.37212, 1.16250, -1.56247], [0.99038, 2.20046, -1.21039], [0.86498, 3.71413, -2.83084], [-0.68022, 1.12887, -1.16454], [-0.90188, 0.20035, 0.04324], [-1.88996, -0.91813, -0.29418], [0.40400, -0.41003, 0.55591], [1.23674, 3.34884, 0.88607], [0.99528, 5.00253, 0.41964], [2.88569, 3.25459, 1.30052], [3.52994, -1.63251, 0.80959], [5.04128, -1.61941, -0.10663], [3.50769, -1.25937, -0.92351], [4.94315, 0.48361, 1.12859], [3.28666, 0.76418, 0.63593], [5.41558, 1.94284, -0.58940], [5.34769, 0.46021, -1.53443], [3.60237, 2.83629, -1.69606], [3.89385, 1.56319, -2.85929], [-1.52526, 1.82370, -1.24950], [-0.66282, 0.52728, -2.08707], [-1.34859, 0.79713, 0.84753], [-2.81984, -0.50881, -0.69599], [-1.43878, -1.57516, -1.04704], [-2.13387, -1.51488, 0.59341], [0.98761, 0.31707, 1.12580], [1.01645, -0.76707, -0.27676], [0.20840, -1.25621, 1.22535], [1.74878, 5.36335, -0.15754], [0.94765, 5.57713, 1.25400], [3.43311, 3.11842, 0.51538], [-4.34926, -3.72423, -0.08089], [-4.73171, -3.64420, 1.39093], [-5.84488, -2.62325, 1.65814], [-5.43763, -1.27302, 1.26818], [-5.04069, -0.23961, 0.96004], [-3.95687, -2.77191, -0.43689], [-3.57781, -4.47781, -0.23801], [-5.21209, -3.99136, -0.69576], [-3.85697, -3.37823, 1.98718], [-5.07596, -4.61875, 1.74388], [-6.11085, -2.60352, 2.71612], [-6.74403, -2.88678, 1.09649]],
  "forces_ev_per_angstrom": [[-0.01, 0.01, 0.00], [0.04, -0.07, 0.12], [-0.12, -0.06, -0.01], [0.06, -0.17, -0.10], [0.15, 0.22, 0.04], [-0.24, -0.12, -0.15], [0.07, 0.01, 0.00], [0.18, 0.10, 0.10], [-0.11, 0.03, -0.11], [0.05, 0.06, 0.01], [-0.09, -0.10, 0.12], [-0.12, 0.12, 0.12], [0.37, -0.11, 0.45], [0.14, -0.04, -0.20], [0.00, 0.00, -0.05], [-0.03, 0.02, -0.06], [-0.04, -0.03, 0.06], [-0.01, -0.01, 0.01], [0.09, 0.04, -0.04], [0.01, -0.01, -0.09], [0.10, 0.05, 0.08], [-0.04, -0.08, 0.07], [0.02, 0.13, 0.00], [-0.04, -0.13, -0.11], [-0.07, 0.02, 0.03], [0.11, -0.02, 0.02], [0.04, -0.03, 0.00], [-0.09, -0.04, 0.02], [0.01, -0.03, -0.06], [0.06, 0.05, -0.11], [0.00, 0.02, 0.04], [0.01, 0.02, 0.00], [-0.27, 0.02, -0.30], [-0.05, 0.07, -0.10], [-0.10, 0.04, 0.19], [-0.02, -0.01, 0.00], [0.03, -0.01, -0.04], [0.00, -0.04, -0.01], [0.21, 0.16, -0.04], [-0.24, -0.10, 0.07], [-0.01, 0.01, 0.00], [0.00, 0.00, 0.00], [0.00, 0.00, 0.00], [0.00, 0.01, 0.00], [-0.02, 0.01, 0.03], [-0.02, -0.01, -0.01], [0.00, 0.01, 0.01]],
  "energy_ev": -48387.77792,
  "spin_multiplicity": 1,
  "homo_lumo_gap_ev": 6.1912,
  "de_lowest_kcal_mol": 0.0,
  "charge": -1
}

(2)
{
  "formula": "C2F6IP",
  "method": "ωB97M-V/def2-TZVPD",
  "symbols": ["C", "C", "F", "F", "F", "F", "F", "F", "P", "I"],
  "positions_angstrom": [[-2.64539, 1.28254, -0.33457], [2.18431, -1.04256, -0.05945], [-2.39621, 0.80420, 0.86035], [-3.90320, 1.27048, -0.83907], [-1.84136, 0.84822, -1.27731], [3.49333, -1.30643, -0.15380], [1.84394, -0.75717, -1.31770], [1.54304, -2.19967, 0.23610], [1.87261, 0.12853, 1.43060], [2.40064, 2.00629, 0.11134]],
  "forces_ev_per_angstrom": [[-0.44, 1.93, -1.41], [-0.01, -0.87, 0.07], [-0.75, -0.70, -0.45], [0.89, -0.67, 1.48], [0.34, -0.56, 0.39], [0.61, -0.23, 0.50], [-0.73, 0.71, 0.13], [0.09, -0.08, 0.17], [-0.09, -0.31, -0.90], [0.10, 0.78, 0.04]],
  "energy_ev": -35765.62567,
  "spin_multiplicity": 1,
  "homo_lumo_gap_ev": [8.6583, 7.5130],
  "de_lowest_kcal_mol": 3.2
}

(3)
{
  "formula": "C12H14NO2",
  "method": "ωB97M-V/def2-TZVPD",
  "symbols": ["C", "C", "C", "C", "C", "C", "C", "C", "C", "C", "N", "H", "H", "H", "H", "H", "H", "H", "H", "H", "H", "H", "C", "C", "O", "O", "H", "H", "H"],
  "positions_angstrom": [[-0.98559, 0.36624, 1.51583], [-1.71689, 1.59532, 1.91632], [0.44600, 0.60900, 1.08565], [1.58545, 0.54767, 1.81775], [0.80800, 0.94896, -0.26776], [2.20565, 1.12436, -0.25046], [0.16991, 0.99466, -1.49555], [2.94369, 1.46207, -1.38823], [0.86330, 1.35577, -2.66133], [2.25545, 1.49747, -2.57257], [2.70088, 0.86701, 0.99966], [-0.96824, -0.43894, 2.25536], [-1.43940, -0.19963, 0.68967], [-1.44414, 1.96782, 2.90931], [1.75363, 0.41626, 2.87364], [3.68553, 0.88816, 1.21628], [-0.87348, 0.72058, -1.60225], [3.98564, 1.74181, -1.33981], [0.29937, 1.29325, -3.57957], [2.76855, 1.71662, -3.50617], [-2.79908, 1.41109, 1.97143], [-1.69625, 2.45506, 1.23766], [-1.91862, -2.73333, -1.17213], [-2.41910, -2.61462, 0.28303], [-2.10828, -3.56278, 1.05033], [-3.12992, -1.62643, 0.58846], [-2.70605, -2.48972, -1.89367], [-1.68356, -3.78062, -1.35593], [-1.09599, -2.03992, -1.32801]],
  "forces_ev_per_angstrom": [[1.56, -1.51, -0.92], [-1.74, 0.91, 0.57], [-0.82, -0.12, 0.24], [1.04, 0.59, -0.36], [1.25, -0.30, 0.48], [0.94, 0.23, -0.37], [-0.54, 0.50, -1.11], [-0.40, -0.11, 0.20], [-0.27, -1.42, 1.70], [-0.27, 0.94, -1.40], [-1.13, 0.13, 0.17], [-0.24, 0.44, 0.46], [-0.42, 0.63, 0.11], [0.25, -0.05, -0.09], [-0.20, -0.26, 0.02], [-0.42, -0.08, 0.23], [-0.10, 0.16, 0.27], [0.20, -0.32, 0.00], [0.33, 0.25, -0.28], [0.21, 0.06, 0.19], [0.17, -0.35, 0.13], [0.65, -0.25, -0.22], [-0.72, -0.21, -0.05], [-0.61, -0.68, 0.74], [0.23, 0.28, -0.37], [0.16, 0.27, -0.44], [-0.04, 0.32, 0.21], [0.60, 0.13, -0.01], [0.31, -0.16, -0.13]],
  "energy_ev": -18257.69664,
  "spin_multiplicity": 1,
  "homo_lumo_gap_ev": 6.8773,
  "de_lowest_kcal_mol": 22.0,
  "charge": -1
}

(4)
{
  "formula": "C16H10BrCl5Cr",
  "method": "ωB97M-V/def2-TZVPD",
  "symbols": ["C", "C", "C", "H", "C", "C", "H", "H", "H", "H", "Cr", "Br", "C", "C", "C", "H", "C", "C", "H", "H", "H", "H", "Cl", "C", "C", "C", "Cl", "C", "Cl", "C", "Cl", "C", "Cl"],
  "positions_angstrom": [[1.63995, 1.65370, 1.04453], [0.47093, 2.24699, 1.66420], [-0.11288, 1.26063, 2.52267], [0.13859, 3.28076, 1.53806], [0.63188, 0.04228, 2.39523], [1.74419, 0.27574, 1.48575], [2.58017, -0.39385, 1.26047], [2.35575, 2.18478, 0.41056], [-0.95929, 1.45025, 3.17114], [0.45724, -0.87662, 2.97345], [-0.11673, 0.55062, 0.41781], [-0.05097, -1.23503, -1.20767], [2.48901, -1.97225, -2.94857], [3.56060, -2.20859, -2.03763], [4.33067, -1.01367, -1.94545], [3.74660, -3.14057, -1.51263], [3.72816, -0.03103, -2.78834], [2.58616, -0.61881, -3.40397], [1.90765, -0.13771, -4.09997], [1.72910, -2.69244, -3.24367], [5.22303, -0.87250, -1.33934], [4.08379, 0.98322, -2.94753], [-1.91222, 2.28899, -0.79122], [-2.91193, 1.15105, 0.08746], [-2.20158, 0.15017, 0.70449], [-2.81751, -0.90583, 1.35246], [-1.91508, -2.24580, 1.92911], [-4.22408, -0.86878, 1.51813], [-5.01082, -2.19601, 2.26002], [-4.96191, 0.20729, 0.97554], [-6.66759, 0.16733, 1.11327], [-4.31388, 1.20580, 0.18978], [-5.22700, 2.30990, -0.74814]],
  "forces_ev_per_angstrom": [[0.13, -0.50, 0.84], [0.89, -0.71, 0.42], [0.73, 0.38, -0.38], [0.05, -0.56, -0.02], [0.96, 0.45, -0.05], [-0.06, 1.52, 0.88], [-0.68, 0.15, -0.24], [-0.43, -0.46, 0.06], [-0.04, -0.29, -0.27], [-0.04, 0.55, -0.67], [-2.26, -1.69, -1.16], [-0.12, 0.82, 0.75], [0.81, 0.70, 0.01], [-0.29, 0.66, -0.55], [-0.61, -0.01, -0.19], [0.04, 0.09, -0.04], [-0.39, -0.66, 0.14], [0.62, -0.77, 0.50], [0.05, 0.01, 0.04], [0.13, 0.14, 0.08], [-0.09, -0.03, -0.10], [0.00, -0.09, 0.02], [-0.37, 0.13, -0.14], [-1.17, -0.59, 0.78], [1.80, -0.10, -0.04], [-1.46, 0.95, -0.16], [0.12, -0.08, 0.13], [0.89, 0.47, -0.58], [-0.28, -0.04, 0.22], [1.09, -0.10, -0.59], [-0.30, 0.25, -0.06], [0.40, -0.90, 0.28], [-0.13, 0.31, 0.07]],
  "energy_ev": -177830.01517,
  "spin_multiplicity": 4,
  "homo_lumo_gap_ev": [4.0490, 4.4359],
  "de_lowest_kcal_mol": 0.0,
  "charge": -1
}

(5)
{
  "formula": "C12H16F2N3O5Os",
  "method": "ωB97M-V/def2-TZVPD",
  "symbols": ["Os", "O", "C", "C", "C", "N", "C", "C", "C", "O", "O", "C", "O", "O", "H", "H", "H", "F", "C", "F", "H", "C", "C", "C", "C", "N", "N", "H", "H", "H", "H", "H", "H", "H", "H", "H", "H", "H", "H"],
  "positions_angstrom": [[0.88551, -1.36422, -1.60160], [-0.43514, 4.60421, -2.32253], [-0.19998, 3.29958, -2.20257], [-1.15296, 2.31816, -2.52182], [-0.78580, 1.00547, -2.33694], [0.40403, 0.69388, -1.86541], [1.34389, 1.59137, -1.62964], [1.08786, 2.93284, -1.77077], [2.64826, 0.89808, -1.30739], [3.63477, 1.41977, -0.90705], [2.56413, -0.44635, -1.57937], [-1.52683, -0.25016, -2.71597], [-2.65247, -0.33520, -3.06701], [-0.67312, -1.34407, -2.66789], [-1.32565, 4.78634, -2.64911], [-2.12732, 2.56797, -2.92190], [1.84479, 3.68291, -1.58888], [0.25914, -3.92011, -0.94778], [1.46166, -3.33125, -1.34952], [2.31123, -3.43426, -0.26717], [1.87345, -3.94362, -2.15127], [0.41784, -1.00926, 3.25449], [-0.66320, -0.44749, 2.33097], [-1.86614, -1.38181, 2.25604], [-1.09823, 0.93645, 2.79716], [-0.15108, -0.22090, 0.94415], [0.42462, -1.40224, 0.37406], [0.04032, -1.06278, 4.27497], [1.30338, -0.36874, 3.26416], [0.71879, -2.02524, 2.98507], [-2.32834, -1.45612, 3.23969], [-1.59946, -2.40543, 1.97502], [-2.60914, -1.00283, 1.55427], [-1.51220, 0.87432, 3.80247], [-1.85953, 1.34542, 2.13313], [-0.25100, 1.62578, 2.83084], [0.59890, 0.46552, 0.98666], [-0.26070, -2.15733, 0.48669], [1.25568, -1.73867, 0.88175]],
  "forces_ev_per_angstrom": [[0.10, 0.09, 0.03], [0.00, 0.01, 0.00], [0.00, -0.02, 0.00], [0.01, 0.01, -0.01], [0.01, -0.03, 0.00], [-0.02, 0.02, 0.02], [0.03, -0.02, 0.00], [0.00, 0.01, -0.01], [-0.05, 0.03, 0.04], [0.01, 0.00, -0.01], [0.02, -0.02, -0.04], [-0.01, 0.02, 0.03], [0.00, -0.01, 0.00], [-0.01, -0.05, -0.03], [0.00, 0.00, 0.00], [0.00, 0.01, 0.00], [0.00, 0.00, 0.00], [0.02, -0.03, -0.01], [-0.08, -0.03, 0.03], [-0.01, 0.02, 0.00], [-0.01, 0.02, -0.02], [0.00, 0.00, 0.00], [0.01, 0.01, -0.01], [-0.01, -0.01, 0.01], [0.01, 0.00, 0.00], [0.00, 0.00, 0.03], [0.02, -0.06, -0.03], [0.00, 0.00, 0.00], [0.00, 0.00, 0.00], [-0.01, 0.00, 0.00], [-0.01, 0.01, 0.00], [0.01, 0.01, -0.01], [0.00, 0.00, 0.00], [0.00, 0.00, 0.00], [0.00, 0.00, 0.00], [0.00, 0.00, 0.00], [-0.01, 0.01, -0.02], [-0.02, 0.01, -0.01], [0.00, 0.02, 0.02]],
  "energy_ev": -35306.13350,
  "spin_multiplicity": 1,
  "homo_lumo_gap_ev": 8.1024,
  "de_lowest_kcal_mol": 20.1,
  "charge": 1
}

(6)
{
  "formula": "C25H25F9I2N5O2SV",
  "method": "ωB97M-V/def2-TZVPD",
  "symbols": ["V", "I", "C", "C", "C", "I", "C", "O", "C", "C", "N", "C", "C", "C", "C", "C", "C", "N", "C", "H", "H", "H", "H", "H", "H", "H", "H", "H", "H", "H", "N", "C", "C", "C", "N", "H", "H", "H", "H", "H", "H", "H", "H", "H", "H", "S", "C", "C", "C", "C", "C", "N", "H", "H", "H", "H", "F", "C", "F", "F", "C", "O", "C", "F", "F", "F", "C", "F", "F", "F"],
  "positions_angstrom": [[0.27045, -0.34684, -0.14043], [6.01208, -4.96016, -2.31389], [4.20545, -3.99718, -1.89274], [3.12270, -4.15341, -2.74588], [1.94344, -3.49524, -2.44664], [0.30936, -3.67703, -3.73531], [1.76281, -2.67303, -1.29158], [0.63548, -2.09615, -1.05618], [2.91506, -2.53669, -0.45742], [2.84888, -1.74871, 0.82843], [2.31160, -0.37449, 0.63886], [3.20926, 0.47671, -0.16405], [2.60584, 0.80221, -1.51599], [3.35355, 1.44460, -2.49467], [2.83318, 1.57994, -3.76522], [1.60515, 1.00121, -4.03360], [0.91360, 0.40581, -2.99622], [1.35971, 0.37080, -1.73500], [4.09866, -3.19293, -0.77023], [3.19571, -4.76507, -3.63536], [3.85166, -1.69918, 1.25990], [2.18701, -2.24999, 1.52847], [2.13627, 0.02637, 1.55173], [4.13561, -0.06077, -0.36217], [3.47451, 1.38577, 0.37555], [4.34646, 1.80631, -2.25452], [3.38888, 2.09546, -4.53908], [1.18085, 1.00970, -5.02925], [-0.03270, -0.09233, -3.16671], [4.95217, -3.08055, -0.10916], [0.78077, 2.29124, 0.58801], [-0.12385, 3.45651, 0.62362], [-0.95735, 3.68913, -0.63269], [-2.05691, 2.64841, -0.82365], [-1.49530, 1.42074, -1.40807], [1.05402, 2.10187, 1.54615], [1.60819, 2.52197, 0.05391], [0.42497, 4.37520, 0.85408], [-0.80510, 3.25656, 1.43434], [-0.32484, 3.72106, -1.53359], [-1.41848, 4.67429, -0.51815], [-2.85836, 3.05810, -1.44632], [-2.47801, 2.40445, 0.15177], [-1.34176, 1.54610, -2.39991], [-2.13690, 0.65008, -1.27606], [-0.34562, -1.69553, 1.87210], [-1.66771, -2.14922, 0.86434], [-2.51422, -3.24505, 1.15637], [-3.54470, -3.56143, 0.30944], [-3.74490, -2.79954, -0.84712], [-2.88572, -1.75373, -1.07089], [-1.88121, -1.40857, -0.25233], [-2.31788, -3.81228, 2.05579], [-4.19944, -4.39748, 0.53261], [-4.53857, -3.02018, -1.54780], [-3.01059, -1.14155, -1.96181], [-1.99020, 1.27524, 5.63202], [-1.66536, 0.66769, 4.46016], [-0.33058, 0.69419, 4.38998], [-2.04157, -0.61118, 4.59859], [-2.28386, 1.37320, 3.15894], [-1.48637, 1.31759, 2.11442], [-2.58122, 2.88536, 3.58888], [-1.41926, 3.47570, 3.94878], [-3.05573, 3.58797, 2.53652], [-3.45326, 3.10806, 4.58881], [-3.67682, 0.70178, 2.86574], [-3.54536, -0.57825, 2.51155], [-4.53448, 0.74322, 3.91280], [-4.28914, 1.32316, 1.83705]],
  "forces_ev_per_angstrom": [[-0.77, -0.04, 1.09], [0.03, -0.02, -0.02], [0.02, -0.03, -0.06], [-0.14, 0.15, 0.09], [0.01, 0.11, 0.17], [0.00, 0.02, 0.04], [-0.25, 0.09, -0.10], [0.70, -0.85, -0.49], [0.12, -0.01, -0.02], [-0.22, 0.09, -0.34], [0.45, 0.03, -0.17], [-0.32, -0.08, 0.06], [0.07, -0.09, 0.13], [0.14, -0.02, 0.16], [0.08, 0.07, -0.06], [-0.20, -0.05, -0.07], [-0.11, -0.02, -0.08], [0.78, 0.47, -1.19], [-0.08, 0.09, 0.04], [0.00, 0.01, 0.03], [0.10, 0.00, 0.07], [-0.14, 0.00, 0.09], [0.12, 0.06, 0.09], [0.19, -0.02, 0.02], [-0.03, 0.07, 0.05], [-0.02, -0.01, 0.00], [0.00, -0.05, 0.01], [0.01, -0.02, 0.05], [-0.03, 0.07, 0.02], [-0.04, 0.01, -0.02], [-0.24, -0.15, -0.17], [0.07, 0.05, -0.14], [0.08, -0.24, 0.01], [0.27, -0.04, -0.04], [-0.20, 0.07, 0.25], [-0.06, -0.05, 0.05], [0.10, 0.11, 0.01], [0.12, 0.07, 0.01], [-0.18, -0.01, 0.25], [-0.03, 0.08, 0.07], [0.01, 0.02, -0.07], [-0.07, 0.09, -0.05], [0.04, -0.13, -0.01], [-0.08, 0.03, -0.08], [-0.04, -0.02, 0.00], [-0.34, -0.20, 0.17], [-0.16, 0.06, -0.17], [0.11, 0.11, -0.01], [0.00, 0.00, -0.01], [-0.08, -0.16, 0.08], [0.25, 0.27, 0.06], [0.00, -0.23, 0.15], [-0.03, 0.00, 0.00], [0.04, 0.03, 0.00], [0.01, 0.01, 0.02], [0.05, -0.02, 0.01], [-0.03, -0.04, -0.05], [-0.02, 0.12, -0.20], [0.04, -0.02, 0.03], [0.07, 0.02, 0.01], [0.02, 0.01, -0.02], [-0.55, 0.28, 0.59], [0.18, -0.06, -0.31], [-0.06, -0.02, 0.00], [0.15, -0.03, 0.00], [-0.03, -0.08, 0.00], [0.28, 0.02, -0.07], [-0.09, 0.08, -0.03], [-0.03, -0.06, 0.01], [-0.04, 0.00, 0.08]],
  "energy_ev": -115063.11776,
  "spin_multiplicity": 4,
  "homo_lumo_gap_ev": [5.6825, 6.2817],
  "charge": -1
}